{
  "formula": "C5H5BrFN",
  "method": "the ωB97M-V functional and the def2-TZVPD basis",
  "species": ["C", "H", "F", "N", "Br", "C", "H", "H", "C", "C", "C", "H", "H"],
  "positions_angstrom": [[-1.28271, -0.86680, -0.87566], [-2.02360, -1.40945, -1.40554], [2.08869, -0.16188, 1.95765], [-0.58503, 2.20458, -1.17040], [2.16332, -0.98844, -0.64468], [1.26576, -0.49378, 0.97854], [-1.97965, -1.46649, 0.87551], [-0.04547, -0.09461, 2.32747], [0.55342, 2.29104, -1.19587], [-0.02465, -0.47560, 1.30329], [-1.20905, -0.82178, 0.48328], [1.65175, 2.48661, -1.30460], [-0.57277, -0.20338, -1.32899]],
  "homo_ev": -8.9799,
  "orbital_gap_ev": 9.48,
  "de_lowest_ev": 2.5034,
  "e_tot_ev": -79513.1163
}

***

{
  "formula": "C5H5BrN2O2",
  "method": "the ωB97M-V functional and the def2-TZVPD basis",
  "species": ["O", "O", "C", "Br", "N", "C", "H", "C", "C", "N", "C", "H", "H", "H", "H"],
  "positions_angstrom": [[-1.04766, -2.91716, -0.04364], [0.69218, -2.45222, 1.00407], [-0.17888, 1.40205, -0.24260], [-2.42978, 2.27276, -1.77971], [-0.24459, -2.14048, 0.31056], [-0.35528, -0.80031, -0.09713], [1.63759, 0.86962, 1.79755], [-1.30888, 1.06716, -0.89642], [-1.54150, -0.27410, -0.76795], [0.44007, 0.28363, 0.24922], [1.75139, 0.45581, 0.81881], [0.18920, 2.33872, -0.15437], [2.38403, -0.45707, 0.91295], [2.34245, 1.24975, 0.23848], [-2.33035, -0.89815, -1.34982]],
  "homo_ev": -9.2933,
  "orbital_gap_ev": 8.93,
  "de_lowest_ev": 2.9419,
  "e_tot_ev": -82379.6556
}

***

{
  "formula": "C5H5BrN2O2",
  "method": "the ωB97M-V functional and the def2-TZVPD basis",
  "species": ["H", "C", "H", "Br", "N", "N", "O", "C", "O", "C", "H", "C", "C", "H", "H"],
  "positions_angstrom": [[1.27027, -1.81519, -0.59237], [-1.96293, -1.10743, -0.12566], [2.11411, 1.38381, 0.07944], [-3.67074, -0.71374, 0.13389], [0.54546, -0.07703, 0.05341], [-0.78411, 2.00599, 0.01375], [0.17082, 2.77085, -0.07972], [-0.53139, 0.64569, 0.13075], [-1.96516, 2.37441, -0.04062], [-0.91738, -1.86585, -0.30985], [2.55944, -0.29981, -0.15618], [1.85059, 0.41441, 0.29631], [0.42173, -1.41314, -0.19119], [-1.14185, -2.85731, -0.65520], [2.04113, 0.55433, 1.44322]],
  "homo_ev": [-7.8455, -7.8379],
  "orbital_gap_ev": [6.98, 6.95],
  "de_lowest_ev": 7.8354,
  "e_tot_ev": -82374.7621
}

***

{
  "formula": "C5H5BrNO4",
  "method": "the ωB97M-V functional and the def2-TZVPD basis",
  "species": ["C", "H", "H", "H", "C", "H", "Br", "O", "H", "C", "O", "N", "C", "C", "O", "O"],
  "positions_angstrom": [[0.75895, -0.11606, 0.18516], [0.16133, -2.57821, 0.30966], [-1.22853, 1.33890, -0.73059], [-1.68512, -2.19377, 0.14618], [0.79301, -0.40475, -1.69304], [-2.10310, 2.99944, 0.71707], [2.50801, -0.83774, 0.89607], [1.86293, 1.88820, 0.04627], [-0.79121, -2.46544, 1.68990], [0.78760, 1.34711, 0.16927], [-0.34754, -0.42013, -2.10487], [-1.04156, 2.76503, 0.82766], [-0.68418, -1.99968, 0.71418], [-0.55486, 1.87657, 0.04345], [-0.35340, -0.61761, 0.82897], [1.91767, -0.58183, -2.04533]],
  "homo_ev": -4.3749,
  "charge": -1,
  "orbital_gap_ev": 7.72,
  "de_lowest_ev": 1.5945,
  "e_tot_ev": -84988.4169
}

***

{
  "formula": "C5H5BrO2",
  "method": "the ωB97M-V functional and the def2-TZVPD basis",
  "species": ["Br", "C", "H", "H", "H", "C", "C", "O", "C", "H", "C", "H", "O"],
  "positions_angstrom": [[-2.80884, -0.90258, 1.88550], [0.30630, -2.00855, -0.19560], [1.56615, -1.09202, -1.63145], [1.21674, 2.01298, 0.45088], [0.79612, -2.96578, -0.27847], [0.46163, 1.78593, -0.32545], [-1.02126, -0.85073, 1.30879], [-0.61871, -1.94344, 0.72960], [0.47667, 0.38043, -0.60260], [0.75477, 2.33002, -1.23461], [0.84761, -0.85008, -0.85419], [-1.19248, 1.77049, 0.71008], [-0.78470, 2.33332, 0.03752]],
  "homo_ev": [-7.6838, -7.7542],
  "orbital_gap_ev": [7.21, 6.86],
  "de_lowest_ev": 6.2309,
  "e_tot_ev": -79396.4512
}

***

{
  "formula": "C5H5BrO2",
  "method": "the ωB97M-V functional and the def2-TZVPD basis",
  "species": ["O", "H", "C", "H", "C", "H", "C", "H", "C", "H", "O", "C", "Br"],
  "positions_angstrom": [[-0.03183, 2.06304, 0.55943], [-0.12556, 0.82650, -1.72235], [0.42126, -0.24622, 0.27882], [0.69837, -1.25906, 0.77058], [1.40404, 0.59067, -0.37382], [0.58634, -0.95142, -1.73926], [0.42110, -0.04174, -1.22461], [-0.15341, 0.76182, 2.11350], [-0.42422, 0.78344, 0.99587], [-1.52146, 0.71614, 0.68632], [1.64242, 3.03306, -0.54906], [1.11787, 2.04138, -0.12049], [4.42856, -0.26602, 0.10037]],
  "homo_ev": [-10.6849, -9.7426],
  "orbital_gap_ev": [9.08, 6.66],
  "de_lowest_ev": 3.7219,
  "e_tot_ev": -79398.9602
}

***

{
  "formula": "C5H5BrOS",
  "method": "the ωB97M-V functional and the def2-TZVPD basis",
  "species": ["C", "S", "H", "C", "C", "H", "C", "H", "H", "C", "H", "O", "Br"],
  "positions_angstrom": [[0.83541, 1.05774, 1.17608], [-1.83413, -0.07263, 0.70088], [2.43413, 0.05817, -1.58143], [2.03622, 1.00473, 0.46827], [1.74187, 0.28178, -0.73134], [-3.39803, -1.46001, -0.56884], [-2.29688, -1.21859, -0.74369], [2.89783, 1.60603, 0.77235], [-1.59429, -2.16273, -0.47843], [-0.04638, 0.22752, 0.44505], [-1.87180, -0.82168, -1.60674], [0.50267, -0.17000, -0.70324], [0.59337, 1.66967, 2.85108]],
  "homo_ev": [-4.6484, -9.4439],
  "orbital_gap_ev": [5.38, 7.81],
  "spin_multiplicity": 3,
  "de_lowest_ev": 0.6650,
  "e_tot_ev": -88185.8100
}

***

{
  "formula": "C5H5Cl",
  "method": "the ωB97M-V functional and the def2-TZVPD basis",
  "species": ["H", "H", "C", "C", "C", "H", "Cl", "H", "C", "C", "H"],
  "positions_angstrom": [[1.10059, -0.05918, -1.89431], [-1.94044, -1.15744, -0.41806], [0.35773, -0.81683, -0.10460], [-0.38666, 0.02049, 0.90968], [1.10143, 0.28278, -0.81083], [1.91307, 0.94152, -0.48596], [-0.72033, -1.30734, -2.70184], [-1.40914, -0.37134, 1.14564], [-0.36593, 0.58927, -0.47511], [-0.86763, -0.76589, -1.09224], [0.18223, 0.48840, 1.75544]],
  "homo_ev": -10.0788,
  "orbital_gap_ev": 11.15,
  "de_lowest_ev": 3.8741,
  "e_tot_ev": -17783.6859
}

***

{
  "formula": "C5H5Cl3N2O2S",
  "method": "the ωB97M-V functional and the def2-TZVPD basis",
  "species": ["S", "H", "C", "C", "H", "Cl", "Cl", "Cl", "H", "O", "H", "N", "H", "O", "C", "C", "C", "N"],
  "positions_angstrom": [[0.84440, -0.77214, 0.62040], [-0.41681, -1.83223, 2.55225], [0.08647, -0.80467, 2.25263], [0.35086, 1.89453, 0.30240], [-0.52941, -0.59421, -1.87417], [1.04781, 2.26717, 1.82199], [-0.37006, -3.75839, -1.25825], [-1.31196, -5.08631, -2.42556], [-0.98007, 3.50068, -2.12379], [0.57880, -1.93323, -0.18712], [-0.53018, -0.06383, 2.37304], [-0.00170, 2.96800, -0.45195], [0.85511, -0.73504, 2.89642], [2.19700, -0.42375, 0.88312], [-0.41332, 0.48188, -1.50235], [0.22584, 0.62913, -0.24024], [-0.67935, 2.74251, -1.55619], [-0.95342, 1.51991, -2.08264]],
  "homo_ev": -10.3618,
  "orbital_gap_ev": 9.93,
  "de_lowest_ev": 1.3140,
  "e_tot_ev": -60740.7510
}

***

{
  "formula": "C5H5ClFN",
  "method": "the ωB97M-V functional and the def2-TZVPD basis",
  "species": ["H", "F", "H", "C", "H", "C", "C", "C", "H", "Cl", "N", "C", "H"],
  "positions_angstrom": [[-1.12339, 1.89293, -0.35423], [-2.17778, -0.12773, -1.78726], [-1.36587, -2.33264, -0.88190], [-1.31054, -0.15212, -0.71510], [1.40080, 1.59325, 0.88441], [-0.35639, 1.01630, -0.61921], [-0.69386, -1.49423, -0.55894], [0.82812, 0.82667, 0.25470], [0.98024, -2.47437, 0.41836], [-2.44826, -0.00052, 0.75884], [1.16224, -0.36628, 0.58072], [0.46640, -1.47574, 0.07392], [0.03561, 1.39512, -1.51502]],
  "homo_ev": -9.7273,
  "orbital_gap_ev": 9.74,
  "de_lowest_ev": 0.9003,
  "e_tot_ev": -21994.2921
}

***

{
  "formula": "C5H5ClFN",
  "method": "the ωB97M-V functional and the def2-TZVPD basis",
  "species": ["H", "C", "N", "C", "C", "C", "H", "H", "Cl", "H", "F", "H", "C"],
  "positions_angstrom": [[0.62211, -2.59768, 0.41570], [-1.11296, 1.55816, 0.03156], [0.51200, -1.64061, -0.18889], [-0.67338, -0.99995, -0.11090], [-0.23572, 0.36427, -0.01961], [1.16233, 0.41605, -0.21546], [-0.46672, 2.51146, 0.29359], [-1.91565, 1.28831, 0.79136], [-2.07186, -1.87382, -0.04297], [-1.70945, 1.92360, -0.86161], [2.71440, -1.55968, 0.04535], [1.57256, 1.48474, -0.09507], [1.60236, -0.87483, -0.04306]],
  "homo_ev": -7.9460,
  "orbital_gap_ev": 8.70,
  "de_lowest_ev": 1.1676,
  "e_tot_ev": -21994.0248
}

***

{
  "formula": "C5H5ClN2O2",
  "method": "the ωB97M-V functional and the def2-TZVPD basis",
  "species": ["C", "O", "N", "Cl", "H", "C", "H", "H", "C", "C", "C", "H", "O", "N", "H"],
  "positions_angstrom": [[-0.21428, -0.82124, -0.18492], [0.11867, -2.12653, -0.06474], [0.86030, 0.04551, -0.27977], [-2.89282, -1.28409, -0.10446], [-0.58934, 3.00618, -0.27249], [-1.52357, -0.29624, -0.06672], [2.80220, -0.57807, -0.86431], [1.95456, -1.39333, 0.96449], [-0.61740, 1.87023, -0.29527], [2.23844, -0.36488, 0.20999], [-1.84367, 1.09985, 0.04707], [-0.83971, -2.49967, -0.03007], [-2.92958, 1.54850, 0.22229], [0.53186, 1.35344, -0.20127], [2.94433, 0.44034, 0.92019]],
  "homo_ev": -8.8695,
  "orbital_gap_ev": 9.23,
  "de_lowest_ev": 4.1028,
  "e_tot_ev": -24860.1410
}

***

{
  "formula": "C5H5ClN2O4",
  "method": "the ωB97M-V functional and the def2-TZVPD basis",
  "species": ["H", "N", "H", "Cl", "C", "O", "C", "N", "O", "O", "O", "H", "H", "H", "C", "C", "C"],
  "positions_angstrom": [[-2.52386, 0.71537, -0.39532], [0.42690, 1.56433, 2.67263], [-1.04146, -1.66044, -2.02251], [3.97384, -0.35923, -0.31072], [1.34064, -0.65827, -0.98087], [1.60425, -1.33638, -1.92337], [2.31223, -0.27571, 0.11896], [1.10179, 0.40603, 2.19948], [1.06809, 2.34416, 3.31152], [0.11249, -0.17392, -0.69102], [-0.76775, 1.51716, 2.47583], [-3.13750, -0.60396, -1.37158], [-0.90388, 0.04673, -2.38124], [-2.14572, -0.80272, 0.21880], [-2.28167, -0.27588, -0.65093], [-1.00624, -0.56989, -1.53254], [1.86784, 0.12262, 1.26289]],
  "homo_ev": -10.0013,
  "orbital_gap_ev": 9.23,
  "de_lowest_ev": 1.5513,
  "e_tot_ev": -28952.3996
}

***

{
  "formula": "C5H5ClNO2S",
  "method": "the ωB97M-V functional and the def2-TZVPD basis",
  "species": ["N", "C", "H", "O", "H", "Cl", "C", "O", "C", "H", "C", "C", "S", "H", "H"],
  "positions_angstrom": [[4.08026, 1.03841, 0.13292], [-0.71614, -0.53888, -0.12461], [-0.10742, 3.54703, 0.21650], [1.54088, 2.04196, 1.11626], [-1.99831, -2.03223, -0.95228], [1.43231, -1.23676, 1.35548], [4.21821, 0.09475, -0.58480], [4.49779, -0.69728, -1.37174], [-1.09649, -1.86558, -0.28560], [-0.46704, -2.52662, 0.34413], [0.42212, -0.02463, 0.52409], [0.64005, 1.35299, 0.66312], [-0.72264, 2.31379, -0.21457], [-1.28515, 0.16649, -0.75963], [3.53080, 1.35734, 0.87605]],
  "homo_ev": -3.2921,
  "charge": -1,
  "orbital_gap_ev": 6.55,
  "de_lowest_ev": 0.0000,
  "e_tot_ev": -34209.4144
}

***

{
  "formula": "C5H5ClNS",
  "method": "the ωB97M-V functional and the def2-TZVPD basis",
  "species": ["H", "C", "N", "H", "Cl", "H", "C", "C", "C", "H", "S", "H", "C"],
  "positions_angstrom": [[2.63751, 0.99103, 0.00173], [-0.64820, 1.35723, 0.08339], [1.98857, -1.08684, -0.07998], [2.00213, -1.55499, 0.88813], [-4.16955, -0.30971, 0.00142], [2.96566, -1.02653, -0.44646], [-1.97457, 1.30809, -0.02022], [0.50558, 0.91012, 0.20199], [-2.39990, -0.06349, 0.05979], [-2.69144, 2.16885, -0.10290], [-1.40058, -1.34476, 0.16408], [1.50989, -1.68433, -0.77685], [1.67491, 0.33533, 0.02587]],
  "homo_ev": -12.7120,
  "charge": 1,
  "orbital_gap_ev": 6.89,
  "de_lowest_ev": 2.7553,
  "e_tot_ev": -30102.5192
}

***

{
  "formula": "C5H5ClO",
  "method": "the ωB97M-V functional and the def2-TZVPD basis",
  "species": ["C", "H", "C", "H", "Cl", "H", "C", "O", "H", "H", "C", "C"],
  "positions_angstrom": [[-0.29749, 0.34583, 0.67803], [-1.24625, 0.24916, 1.22731], [0.86135, -0.31989, -2.35035], [-1.30884, -1.87076, 1.06909], [1.27613, -1.66500, -4.84028], [0.43116, 0.49753, 1.47476], [1.52314, 0.10166, -3.34396], [-0.65538, -1.99032, 0.44541], [-0.23910, 1.15620, -0.07837], [1.63828, 0.85337, -4.11652], [0.38641, -0.79621, -1.26627], [-0.22240, -0.86380, -0.09493]],
  "homo_ev": [-6.9793, -8.6462],
  "orbital_gap_ev": [6.44, 5.46],
  "spin_multiplicity": 3,
  "de_lowest_ev": 1.6644,
  "e_tot_ev": -19828.9532
}

***

{
  "formula": "C5H5ClO2",
  "method": "the ωB97M-V functional and the def2-TZVPD basis",
  "species": ["C", "H", "Cl", "H", "H", "H", "O", "C", "O", "C", "H", "C", "C"],
  "positions_angstrom": [[1.73238, -0.36527, -0.69408], [-0.00209, 1.83401, -0.92537], [-3.08423, -0.13504, -0.68405], [1.50062, 0.83462, 1.07446], [-0.62687, 1.70753, 0.99282], [-1.44690, -2.24894, 0.47905], [1.42558, 0.16596, -1.93928], [-0.45354, 1.09108, 0.00957], [0.14856, -0.82619, 1.18613], [0.78441, 0.20513, 0.38370], [2.49777, -1.08382, -0.25185], [-0.99837, -1.05353, 0.58522], [-1.47731, -0.12554, -0.21632]],
  "homo_ev": -8.7767,
  "orbital_gap_ev": 8.32,
  "de_lowest_ev": 4.4909,
  "e_tot_ev": -21878.5577
}